{"formula": "C6H14", "method": "ωB97M-V/def2-TZVPD", "de_lowest_kcal_mol": 81.99, "gap_ev": [6.09, 9.38], "spin_multiplicity": 2, "charge": 1, "species": ["C", "C", "C", "C", "C", "C", "H", "H", "H", "H", "H", "H", "H", "H", "H", "H", "H", "H", "H", "H"], "coordinates": [[-1.70617, 0.10017, -1.85176], [-0.26115, -0.39856, -1.69878], [-0.25179, -0.66564, -0.20674], [-0.18101, 0.37736, 0.83751], [1.00356, 0.12157, 1.87021], [2.31952, -0.24499, 1.09051], [-1.90510, 0.79652, -2.66970], [-1.94880, 0.74803, -0.83660], [-2.28041, -0.82015, -1.92562], [0.55902, 0.33556, -1.80808], [-0.05618, -1.30922, -2.25227], [-1.00106, -1.43582, 0.03918], [-2.33111, 1.15136, -0.10310], [-0.02370, 1.40820, 0.46348], [-1.02755, 0.52119, 1.53633], [0.56619, -0.60455, 2.54557], [0.95384, 1.11605, 2.33230], [1.89271, -0.29858, 0.11318], [3.13446, 0.42617, 1.30976], [2.54473, -1.32467, 1.21462]]}

***

{"formula": "C19H24BN9OV", "method": "ωB97M-V/def2-TZVPD", "gap_ev": [5.96, 5.97], "charge": 3, "species": ["V", "C", "C", "C", "C", "C", "N", "N", "B", "N", "N", "C", "C", "C", "C", "C", "N", "N", "C", "C", "C", "C", "C", "H", "H", "H", "H", "H", "H", "H", "H", "H", "H", "H", "H", "H", "H", "H", "H", "H", "H", "H", "H", "H", "H", "N", "C", "O", "C", "C", "N", "C", "N", "H", "H"], "coordinates": [[-0.44543, -0.57382, -0.55687], [-1.97373, 1.72868, -2.63807], [-0.98973, 2.13008, -1.60407], [-0.48203, 3.37408, -1.28707], [0.46277, 3.17268, -0.25547], [1.27987, 4.19968, 0.39183], [0.49327, 1.84998, 0.00873], [-0.39383, 1.22228, -0.79547], [1.46987, 0.97128, 0.83113], [2.10887, -0.00782, -0.18587], [1.30857, -0.78742, -0.95807], [2.09797, -1.53392, -1.78337], [1.55837, -2.47762, -2.78137], [3.41447, -1.22682, -1.50607], [3.39937, -0.25842, -0.48507], [4.54607, 0.38578, 0.15733], [0.62837, 0.06588, 1.77263], [-0.18323, -0.86372, 1.21153], [-0.64273, -1.69942, 2.18173], [-1.51573, -2.86382, 1.91633], [-0.12853, -1.26512, 3.38353], [0.68067, -0.13942, 3.10123], [1.44267, 0.64648, 4.06913], [-1.80033, 2.29198, -3.55537], [-2.99083, 1.96658, -2.31817], [-1.90373, 0.65598, -2.86177], [-0.72933, 4.31488, -1.74007], [0.77467, 5.16428, 0.33353], [2.22777, 4.32128, -0.14237], [1.51497, 3.96018, 1.42623], [2.27737, 1.59668, 1.40503], [0.47417, -2.38042, -2.89137], [1.80147, -3.50552, -2.49937], [2.03037, -2.30512, -3.75097], [4.28397, -1.64402, -1.97577], [5.47327, -0.02682, -0.23127], [4.52557, 0.25118, 1.23993], [4.53627, 1.46198, -0.02657], [-1.35643, -3.26932, 0.91463], [-2.56723, -2.59132, 2.03683], [-1.30433, -3.64242, 2.64913], [-0.29953, -1.69972, 4.34953], [0.90827, 0.68608, 5.01913], [1.66187, 1.65188, 3.72443], [2.39397, 0.15118, 4.29253], [-4.97403, -0.40952, -0.12887], [-3.75463, -0.76752, -0.47247], [-2.72323, -0.20462, -0.07717], [-3.65373, -1.94092, -1.44077], [-2.36383, -2.21242, -1.57307], [-1.23683, -1.94062, -1.27047], [-4.77643, -2.50892, -2.06727], [-5.67443, -2.95852, -2.61237], [-5.10323, 0.37198, 0.50403], [-5.80823, -0.88812, -0.44777]]}

***

For the records above, the corresponding maximum force values read 0.091 0.038 hartree/bohr.